Record 1
One molecule with the formula C3H3NO, computed with ωB97M-V/def2-TZVPD.

As for the HOMO energy: -10.831 eV. Its total energy is -246.04391 Eh. The calculation puts the frontier orbital gap at 11.1 eV.

Last column: Löwdin charge in e.
CARTESIAN COORDINATES (ANGSTROEM)
N (0.3228, 1.6734, -1.1754)  0.18
C (0.2098, 1.0513, -0.2117)  -0.27
C (0.2165, 0.2461, 0.9343)  -0.19
C (-0.0611, -1.2111, 0.5435)  -0.22
O (-0.7441, -1.3790, -0.4865)  0.03
H (-0.3853, 0.5090, 1.8183)  0.13
H (1.3182, 0.3033, 1.3615)  0.16
H (0.5691, -2.0116, 1.3441)  0.18

Record 2
A 2-piece molecular cluster, C4H6N2O overall, computed with ωB97M-V/def2-TZVPD.

As for the HOMO energy: -8.848 eV. Its total energy is -340.59433 Eh. The calculation puts the frontier orbital gap at 9.3 eV.

Last column: Löwdin charge in e.
CARTESIAN COORDINATES (ANGSTROEM)
C (0.8966, -1.3549, -0.5563)  0.00
C (0.3963, -0.1042, -0.9378)  -0.35
C (-0.9955, 0.2150, -0.8291)  0.01
C (-0.9951, 0.7914, 0.4154)  -0.45
O (-2.0472, 1.0595, 1.1945)  0.09
N (0.2781, 0.8961, 0.9460)  0.02
N (1.0669, 0.9260, -0.2572)  -0.04
H (0.5312, -0.6028, 0.8565)  0.23
H (1.9716, -1.5050, -0.4568)  0.07
H (0.3270, -2.2560, -0.7726)  0.07
H (-1.8277, -0.2266, -1.3561)  0.11
H (-1.7066, 1.5234, 1.9749)  0.12
H (2.0150, 0.6699, 0.0017)  0.11

Record 3
One molecule with the formula C5H10F3NO, computed with ωB97M-V/def2-TZVPD.

As for the HOMO energy: -9.939 eV. Its total energy is -626.08817 Eh. The calculation puts the frontier orbital gap at 10.7 eV.

Last column: Löwdin charge in e.
CARTESIAN COORDINATES (ANGSTROEM)
C (-0.1556, 0.7842, 1.7141)  -0.07
C (-0.4231, 0.6407, 0.2559)  -0.34
C (0.3511, 1.7616, -0.4459)  -0.05
C (-0.2433, -0.7636, -0.3982)  -0.38
N (-0.7018, -0.6661, -1.8522)  0.14
O (-1.2160, -1.6577, 0.2417)  -0.01
C (1.0307, -1.4856, -0.1517)  -0.62
F (1.2908, -1.7459, 1.0956)  0.20
F (1.0734, -2.6756, -0.8428)  0.12
F (2.1254, -0.8722, -0.5661)  0.17
H (-0.4923, 0.0643, 2.3758)  0.06
H (0.8647, 0.9045, 1.9294)  0.07
H (-0.4981, 1.7432, 2.2060)  0.12
H (-1.4197, 0.7597, 0.0364)  0.11
H (1.3428, 1.8224, -0.1407)  0.05
H (0.3256, 1.8105, -1.5745)  0.10
H (-0.0268, 2.6793, -0.0766)  0.07
H (-1.4227, -1.2303, -2.1095)  0.04
H (0.0550, -0.7550, -2.5138)  0.09
H (-1.8600, -1.1183, 0.8171)  0.14

Record 4
C14H16ClNO4S as an isolated structure, computed with ωB97M-V/def2-TZVPD.

As for the HOMO energy: -8.979 eV. Its total energy is -1756.71365 Eh. The calculation puts the frontier orbital gap at 9.3 eV.

Last column: Löwdin charge in e.
CARTESIAN COORDINATES (ANGSTROEM)
C (0.1895, -2.1488, -1.7987)  -0.03
H (-0.7793, -2.8863, -1.7226)  0.17
H (-0.1739, -1.4474, -2.4390)  0.05
H (0.9249, -2.6562, -2.3307)  0.08
C (0.3431, -1.5953, -0.5027)  -0.50
C (1.1342, -2.7882, 0.3192)  0.01
H (1.4572, -2.4475, 1.4101)  0.11
H (1.9512, -3.2730, -0.2994)  0.09
H (0.3474, -3.7048, 0.1948)  0.13
C (-0.7312, -1.2145, 0.3305)  -0.74
O (-1.6611, -1.7317, -0.1043)  0.16
N (-0.5038, -0.4914, 1.2221)  0.01
C (0.4708, 0.3124, 1.8908)  -0.47
H (1.5915, -0.5217, 1.8838)  0.18
H (0.7701, 1.1179, 1.2485)  0.08
S (0.3769, 0.7361, 3.6526)  0.87
C (-1.4899, 1.1216, 3.1788)  -0.21
H (-2.0390, 1.1090, 3.9752)  0.02
H (-1.4804, 1.8074, 2.5412)  -0.01
C (-1.6324, -0.1338, 2.1547)  -0.12
C (-2.8820, 0.2796, 1.0150)  -0.48
O (-2.4525, 1.1024, 0.2302)  0.10
O (-3.8974, -0.3866, 1.3749)  0.22
H (-4.4797, -0.0512, 0.7645)  0.10
H (-2.1939, -1.2037, 2.4331)  0.20
O (1.5768, -0.8101, -0.4816)  -0.10
C (1.3450, 0.6101, -1.0641)  -0.27
C (0.2642, 0.9098, -1.4838)  0.02
C (0.2907, 2.4212, -1.9732)  -0.05
C (1.3872, 3.0188, -2.1965)  -0.63
C (2.6075, 2.3093, -2.0433)  -0.12
C (2.5355, 1.1730, -1.5065)  -0.05
H (3.5851, 0.6405, -1.1448)  0.20
H (3.4410, 3.0495, -2.1803)  0.13
Cl (1.3076, 4.6400, -2.9944)  0.60
H (-0.6512, 2.6041, -2.2419)  0.07
H (-0.8497, 0.5297, -1.3124)  0.17

Record 5
A 2-piece molecular cluster, CH3ClN2O2 overall, computed with ωB97M-V/def2-TZVPD.

As for the HOMO energy: -10.347 eV. Its total energy is -759.76849 Eh. The calculation puts the frontier orbital gap at 8.9 eV.

Last column: Löwdin charge in e.
CARTESIAN COORDINATES (ANGSTROEM)
C (-0.8451, -0.6568, -0.2304)  -0.51
N (0.7458, 1.0867, 0.0997)  -0.19
N (0.4662, -0.1223, -0.0019)  -0.07
O (1.7989, 1.5902, 0.3732)  0.06
O (1.8608, -1.5316, 0.4930)  -0.20
Cl (-2.2184, 0.4327, 0.3270)  0.53
H (-1.0814, -0.9346, -1.1643)  0.02
H (-0.7525, -1.6955, 0.3501)  0.14
H (0.0257, 1.8312, -0.2464)  0.20

Record 6
C10H30O16PV as an isolated structure, computed with ωB97M-V/def2-TZVPD.

As for the multiplicity: 2. As for the HOMO energy (spin up / spin down): 4.017 / 3.988 eV. The net charge is -3. Its total energy is -2888.06600 Eh. The calculation puts the frontier orbital gap (spin up / spin down) at 2.0 / 2.0 eV.

Last column: Löwdin spin population.
CARTESIAN COORDINATES (ANGSTROEM)
O (0.5828, 1.2724, 0.5925)  0.02
V (-0.2334, 0.3705, -0.4402)  0.89
O (-0.9723, -0.7040, 0.4561)  0.01
P (-0.7352, 0.6052, -3.0381)  0.00
O (-0.0278, 1.6531, -2.2281)  0.01
O (-1.1481, -0.5763, -2.1422)  0.02
O (0.1001, 0.0773, -4.2866)  0.00
O (-1.8197, 1.1104, -4.0029)  0.00
C (-0.6412, -3.6479, -2.7768)  0.00
C (-0.2918, -5.1476, -2.6859)  0.00
O (1.0429, -5.2655, -2.1390)  0.00
O (-0.9196, -3.0361, -1.4737)  0.00
H (-1.5650, -3.5160, -3.3400)  0.00
H (0.0736, -3.0683, -3.3609)  0.00
H (-0.3231, -5.5269, -3.7074)  0.00
H (-0.8834, -5.6944, -1.9517)  0.00
H (1.0420, -4.7911, -1.3044)  0.00
H (-0.9932, -2.0981, -1.6642)  0.00
C (3.0529, -1.0507, -0.9428)  0.00
C (3.1511, -0.9667, 0.6143)  0.00
O (2.2465, -1.8882, 1.2252)  0.00
O (1.7983, -0.5393, -1.4331)  0.00
H (3.1324, -2.1190, -1.1437)  0.00
H (3.8615, -0.5851, -1.5062)  0.00
H (2.8052, 0.0268, 0.8995)  0.00
H (4.1779, -1.0174, 0.9765)  0.00
H (1.9535, -1.5277, 2.0653)  0.00
H (1.6934, -0.9369, -2.3006)  0.00
C (-2.2368, 3.0802, 0.3553)  0.00
C (-1.1391, 3.9510, -0.3457)  0.00
O (-1.3616, 3.8470, -1.7675)  0.00
O (-2.2268, 1.7184, -0.0763)  0.03
H (-3.1844, 3.4733, -0.0129)  0.00
H (-2.2285, 3.2062, 1.4380)  0.00
H (-0.1422, 3.5749, -0.1159)  0.00
H (-1.2467, 4.9808, -0.0051)  0.00
H (-0.9135, 3.0441, -2.0434)  0.00
H (-2.8757, 1.6318, -0.7785)  0.00
C (-3.8748, -2.0532, 2.0912)  0.00
C (-3.5401, -0.6788, 2.6756)  0.00
O (-3.5231, -0.8880, 4.0434)  0.00
O (-2.9184, -3.0884, 2.0769)  0.00
H (-4.2189, -1.9895, 1.0589)  0.00
H (-4.7256, -2.4671, 2.6324)  0.00
H (-4.4019, -0.0634, 2.4175)  0.00
H (-2.6032, -0.2494, 2.3205)  0.00
H (-4.4103, -1.1315, 4.3175)  0.00
H (-2.8141, -3.3824, 1.1690)  0.00
C (3.1576, 3.3470, 1.0888)  0.00
C (3.6686, 2.6262, 2.3896)  0.00
O (3.2273, 3.3490, 3.5095)  0.00
O (4.0364, 4.3759, 0.8286)  0.00
H (2.1716, 3.7334, 1.3468)  0.00
H (3.1463, 2.7274, 0.1921)  0.00
H (4.7232, 2.3566, 2.3334)  0.00
H (3.2892, 1.6137, 2.5275)  0.00
H (3.3628, 2.7440, 4.2425)  0.00
H (3.6423, 5.1981, 1.1291)  0.00

Record 7
One molecule with the formula C2H3Cl2N3, computed with ωB97M-V/def2-TZVPD.

As for the HOMO energy: -9.847 eV. Its total energy is -1162.49319 Eh. The calculation puts the frontier orbital gap at 9.6 eV.

Last column: Löwdin charge in e.
CARTESIAN COORDINATES (ANGSTROEM)
Cl (0.9506, -3.4945, 1.2641)  0.39
N (1.5722, -2.7731, -0.2708)  -0.33
N (1.0094, -1.8324, -0.7715)  -0.05
C (-0.1044, -0.9927, -0.3968)  -0.29
C (0.0425, 0.4912, -0.3004)  -0.21
N (-0.9609, 0.0867, -1.2356)  -0.43
Cl (-2.5930, 0.1507, -0.6865)  0.61
H (-0.7269, -1.4422, 0.3761)  0.08
H (-0.2408, 0.9783, 0.6256)  0.11
H (0.9030, 0.9263, -0.7956)  0.12

Record 8
C40H24BiBrF10N8O2S2 as an isolated structure, computed with ωB97M-V/def2-TZVPD.

As for the HOMO energy: -2.246 eV. The net charge is -2. Its total energy is -6710.95660 Eh. The calculation puts the frontier orbital gap at 5.9 eV.

Last column: Löwdin charge in e.
CARTESIAN COORDINATES (ANGSTROEM)
Bi (-0.4835, -0.1224, 0.8374)  1.78
C (1.4736, 0.9713, 3.9587)  -0.07
N (0.1931, 1.0117, 3.2755)  -0.32
C (-0.2355, 2.3806, 2.9785)  -0.24
C (0.7988, 3.1676, 2.1861)  -0.26
N (1.2123, 2.4699, 0.9896)  -0.01
C (2.4504, 2.6246, 0.5470)  -0.24
C (2.7805, 2.1427, -0.7633)  -0.18
F (1.8066, 1.5534, -1.4791)  0.07
C (4.0140, 2.2373, -1.3578)  -0.18
F (4.1942, 1.7681, -2.6066)  0.09
C (5.0859, 2.8229, -0.6978)  -0.18
F (6.3075, 2.9191, -1.2771)  0.06
C (4.8487, 3.2953, 0.5745)  -0.18
F (5.8643, 3.8551, 1.2664)  0.08
C (3.6056, 3.1940, 1.1730)  -0.14
F (3.5549, 3.6648, 2.4553)  0.02
C (-0.8361, 0.2957, 4.0115)  -0.25
C (-0.7081, -1.2273, 3.9766)  -0.25
N (-0.4304, -1.8330, 2.6717)  -0.15
C (0.3120, -2.9689, 2.6845)  -0.24
C (1.5241, -3.2183, 3.3618)  -0.15
F (2.0959, -2.2536, 4.1212)  0.06
C (2.2536, -4.3885, 3.2216)  -0.16
F (3.4450, -4.4971, 3.8341)  0.10
C (1.8031, -5.4220, 2.4275)  -0.16
F (2.5337, -6.5369, 2.2604)  0.09
C (0.5711, -5.2724, 1.8125)  -0.15
F (0.0577, -6.2910, 1.1049)  0.10
C (-0.1500, -4.1112, 1.9777)  -0.16
F (-1.4061, -4.1126, 1.5100)  0.09
H (1.4852, 1.6712, 4.8103)  0.10
H (2.2852, 1.2401, 3.2825)  0.08
H (1.6595, -0.0341, 4.3360)  0.07
H (-0.4406, 2.9382, 3.9083)  0.12
H (-1.1929, 2.3271, 2.4481)  0.04
H (1.6193, 3.4191, 2.8609)  0.08
H (0.3188, 4.1225, 1.9268)  0.12
H (-1.8089, 0.5953, 3.6105)  0.05
H (-0.8402, 0.5922, 5.0743)  0.12
H (-1.6923, -1.5846, 4.3092)  0.11
H (0.0099, -1.5657, 4.7312)  0.10
S (-3.9525, 2.2892, 2.2990)  0.46
C (-4.2830, 1.7066, 0.7242)  -0.79
C (-5.0203, 2.5122, -0.1831)  -0.08
C (-5.3617, 2.0969, -1.4527)  -0.21
C (-6.1364, 2.9767, -2.2877)  -0.19
N (-6.7567, 3.6944, -2.9385)  0.14
C (-4.9733, 0.8232, -1.9111)  -0.21
C (-4.2240, 0.0258, -1.0530)  -0.09
C (-3.8679, 0.4408, 0.2209)  -0.67
S (-2.9537, -0.6936, 1.2277)  0.54
C (-5.3394, 0.3404, -3.2058)  -0.20
N (-5.6257, -0.0604, -4.2477)  0.13
H (-5.3294, 3.4909, 0.1572)  0.10
H (-3.9163, -0.9541, -1.3951)  0.11
N (2.2970, -0.8662, 0.5915)  0.08
C (2.4571, -1.6828, -0.5219)  -0.25
C (3.6702, -1.8228, -1.1539)  -0.02
C (3.8132, -2.6219, -2.2995)  -0.08
C (2.7431, -3.2998, -2.8087)  -0.05
C (1.4726, -3.1492, -2.2110)  -0.15
C (0.3214, -3.7931, -2.7224)  0.00
C (-0.8922, -3.5615, -2.1615)  -0.03
C (-0.9774, -2.6503, -1.0945)  -0.15
N (0.0698, -2.0769, -0.5549)  -0.01
C (1.3120, -2.3162, -1.0849)  -0.14
H (3.1107, -0.3298, 0.8523)  0.10
H (1.8524, -1.2941, 1.3887)  0.04
H (4.5313, -1.3075, -0.7454)  0.11
H (4.7859, -2.7030, -2.7671)  0.10
H (2.8413, -3.9352, -3.6799)  0.11
H (0.4267, -4.4474, -3.5799)  0.12
H (-1.7953, -4.0171, -2.5409)  0.11
H (-1.9389, -2.3831, -0.6689)  0.07
Br (-2.5249, 2.4518, -7.2442)  0.68
C (-2.0954, 2.5983, -5.3982)  -0.66
C (-2.0194, 3.8520, -4.8166)  -0.21
N (-1.7152, 4.0232, -3.5340)  0.07
C (-1.4942, 2.9354, -2.7961)  -0.07
C (-1.5522, 1.6418, -3.3035)  -0.10
C (-1.8554, 1.4682, -4.6436)  -0.05
C (-1.2775, 0.4317, -2.4316)  -0.60
O (-1.1148, -0.6608, -2.9685)  0.04
O (-1.2938, 0.6879, -1.1807)  -0.28
H (-2.2107, 4.7443, -5.4017)  0.09
H (-1.2507, 3.0855, -1.7518)  0.12
H (-1.8965, 0.4693, -5.0556)  0.12

Record 9
One molecule with the formula CH4N2OS, computed with ωB97M-V/def2-TZVPD.

As for the HOMO energy: -9.604 eV. Its total energy is -623.39445 Eh. The calculation puts the frontier orbital gap at 10.3 eV.

Last column: Löwdin charge in e.
CARTESIAN COORDINATES (ANGSTROEM)
N (0.0398, -1.2261, 0.3385)  0.02
C (-0.1484, -0.5355, -0.8979)  -0.62
O (-0.5300, -0.8318, -1.9837)  0.09
N (-0.0578, 0.8653, -0.4082)  -0.52
S (0.7030, 1.4909, 0.8155)  0.74
H (0.5083, -0.5827, 1.2446)  0.10
H (0.4349, -2.2111, 0.0970)  0.13
H (-0.6445, 1.5187, -1.0543)  0.14
H (-0.3052, 1.5122, 1.8484)  -0.07

Which of these has the lowest total energy?
C40H24BiBrF10N8O2S2

Look up the total energy of the fifth one.
-759.76849 Eh

Among the records above, which one has the highest total energy?
C3H3NO

Among the records above, which one has the lowest total energy?
C40H24BiBrF10N8O2S2